# 1
{"formula": "C3H6CuO4", "method": "ωB97M-V/def2-TZVPD", "charge": 0, "spin_multiplicity": 2, "homo_lumo_gap_ev": [6.38, 8.63], "relative_energy_kj_mol": 25.10, "species": ["O", "C", "C", "O", "O", "C", "Cu", "H", "H", "H", "H", "O", "H", "H"], "positions_angstrom": [[-0.6488, -0.6533, 0.9099], [-0.6687, 0.3616, 0.0174], [0.6481, -1.2546, 0.9063], [-0.8179, 1.6157, 0.5021], [0.4783, 0.3438, -0.7409], [1.1884, -0.8703, -0.4654], [1.0000, 2.9162, -0.0776], [0.5289, -2.3334, 1.0464], [1.2493, -0.8307, 1.7220], [0.9502, -1.6127, -1.2373], [2.2597, -0.6464, -0.4679], [-2.1635, 0.3634, -0.7142], [-1.9455, 1.7548, 0.1408], [-2.0587, 0.8461, -1.5418]], "forces_ev_per_a": [[-0.5, -0.1, -0.2], [-1.6, 1.3, -0.8], [0.2, -0.2, 0.0], [-3.6, 1.5, -0.4], [-0.7, -0.6, -0.3], [0.0, -0.2, -0.2], [0.0, 0.0, 0.0], [0.0, 0.3, 0.0], [-0.2, -0.1, -0.2], [0.1, 0.1, 0.2], [-0.3, 0.0, 0.0], [2.0, -1.1, 0.6], [4.2, -0.7, 1.6], [0.3, -0.2, -0.3]], "nbo_charge": [-0.493, 0.983, -0.097, -0.797, -0.507, -0.102, -0.005, 0.207, 0.192, 0.188, 0.214, -0.800, 0.544, 0.473]}

***

# 2
{"formula": "C3H6F2", "method": "ωB97M-V/def2-TZVPD", "charge": 0, "spin_multiplicity": 1, "homo_lumo_gap_ev": 11.63, "relative_energy_kj_mol": 198.01, "smiles": "C=C.FCF", "species": ["C", "C", "H", "H", "H", "H", "F", "C", "F", "H", "H"], "positions_angstrom": [[-1.3440, -0.6353, 0.3663], [-1.9493, -0.0081, -0.5711], [-1.7183, -1.4329, 1.0325], [-0.5035, -0.1025, 0.7312], [-1.5008, 0.7526, -1.1942], [-2.8993, -0.1391, -1.0572], [1.9538, -0.9633, 0.5009], [1.9225, 0.3233, 0.0883], [3.1999, 0.8808, 0.0386], [1.4164, 0.8164, 0.8929], [1.4224, 0.5079, -0.8281]], "forces_ev_per_a": [[0.2, -0.9, 2.9], [-1.7, 1.3, -3.5], [0.0, 0.4, -0.8], [1.2, -0.3, 0.3], [0.8, 0.6, 0.6], [-0.6, -1.1, 0.5], [0.5, -0.3, -0.9], [1.0, 1.0, 1.9], [-0.9, -0.9, -0.2], [-0.3, 0.8, 0.4], [-0.2, -0.5, -1.2]], "nbo_charge": [-0.383, -0.374, 0.207, 0.177, 0.180, 0.192, -0.337, 0.435, -0.357, 0.122, 0.139]}

***

# 3
{"formula": "C3H6F2O", "method": "ωB97M-V/def2-TZVPD", "charge": 0, "spin_multiplicity": 1, "homo_lumo_gap_ev": 11.41, "relative_energy_kj_mol": 50.20, "smiles": "COCC(F)F", "species": ["C", "O", "C", "C", "F", "F", "H", "H", "H", "H", "H", "H"], "positions_angstrom": [[0.1747, -1.6137, -0.9750], [0.3208, -0.8033, 0.1686], [0.1685, 0.6161, -0.1077], [-0.2674, 1.1921, 1.2076], [-1.6287, 1.3017, 1.1456], [0.2811, 2.4349, 1.4450], [0.3490, -2.6307, -0.6039], [0.9149, -1.3791, -1.7344], [-0.8341, -1.4877, -1.3919], [1.1548, 0.9825, -0.3690], [-0.6519, 0.8100, -0.8191], [0.0184, 0.5771, 2.0341]], "forces_ev_per_a": [[-0.1, -0.2, 0.5], [-0.4, 1.1, -0.2], [0.3, -1.5, 0.6], [0.0, 0.7, -0.3], [0.1, 0.3, 0.6], [-0.5, -0.3, -0.3], [-0.2, 0.1, -0.4], [0.2, 0.1, -0.2], [0.2, -0.3, 0.0], [0.0, 0.4, -0.5], [0.6, -0.1, -0.1], [0.0, -0.5, 0.6]], "nbo_charge": [-0.246, -0.542, -0.138, 0.550, -0.345, -0.350, 0.198, 0.166, 0.169, 0.196, 0.198, 0.147]}

***

# 4
{"formula": "C3H6F2O", "method": "ωB97M-V/def2-TZVPD", "charge": 0, "spin_multiplicity": 1, "homo_lumo_gap_ev": 11.95, "relative_energy_kj_mol": 46.83, "smiles": "COC(C)(F)F", "species": ["C", "O", "C", "C", "F", "F", "H", "H", "H", "H", "H", "H"], "positions_angstrom": [[1.8514, -0.2748, 0.3807], [0.4590, -0.5539, 0.5152], [-0.4641, 0.3875, -0.0905], [-1.7825, -0.2517, -0.2537], [0.0730, 0.7502, -1.3295], [-0.4503, 1.6092, 0.5608], [1.9303, 0.7858, 0.3163], [2.4671, -0.7641, -0.3187], [2.1901, -0.4926, 1.4363], [-1.7205, -1.2801, -0.7211], [-2.2067, 0.1327, -1.1770], [-2.3469, -0.0480, 0.6814]], "forces_ev_per_a": [[-0.7, 1.2, 4.0], [-2.0, 0.9, -1.5], [3.8, -0.7, -0.5], [-0.7, -0.5, -0.9], [-0.4, -0.5, 0.4], [-0.4, -1.3, 0.1], [0.5, 0.9, -0.5], [0.0, -1.0, -1.2], [0.3, 0.0, -1.2], [0.4, 0.5, 1.9], [-0.6, 1.3, 0.5], [-0.1, -0.8, -1.0]], "nbo_charge": [-0.258, -0.541, 0.911, -0.715, -0.369, -0.348, 0.188, 0.187, 0.187, 0.259, 0.248, 0.250]}

***

# 5
{"formula": "C3H6F2S", "method": "ωB97M-V/def2-TZVPD", "charge": 0, "spin_multiplicity": 1, "homo_lumo_gap_ev": 10.06, "relative_energy_kj_mol": 136.44, "smiles": "FC[C@@H](F)CS", "species": ["F", "C", "C", "F", "C", "S", "H", "H", "H", "H", "H", "H"], "positions_angstrom": [[-0.7847, -0.8754, -1.5437], [-0.3394, -1.2210, -0.1981], [-0.5583, 0.0037, 0.6291], [-0.4001, -0.4139, 1.9230], [0.6324, 0.9903, 0.3962], [1.0787, 1.5522, -1.2694], [-1.1819, -1.8180, 0.1753], [0.5438, -1.7058, -0.5234], [-1.4749, 0.5151, 0.3776], [1.4200, 0.4205, 0.8419], [0.7675, 1.8931, 1.0332], [0.2969, 0.6591, -1.8417]], "forces_ev_per_a": [[-0.4, -0.1, 0.5], [-3.9, 0.3, -2.2], [3.6, 2.2, -1.0], [-0.8, 0.0, 0.8], [0.7, 0.6, 1.2], [-0.1, 0.1, 0.3], [0.8, -1.0, -0.2], [1.4, -0.3, 1.4], [-0.8, -0.4, 0.4], [1.0, -0.7, -0.3], [-1.3, -0.4, -0.2], [-0.1, -0.2, -0.6]], "nbo_charge": [-0.403, 0.004, 0.170, -0.344, -0.571, -0.043, 0.189, 0.217, 0.192, 0.206, 0.233, 0.150]}

***

# 6
{"formula": "C3H6F3O", "method": "ωB97M-V/def2-TZVPD", "charge": 1, "spin_multiplicity": 1, "homo_lumo_gap_ev": [5.52, 12.88], "relative_energy_kj_mol": 627.76, "species": ["C", "C", "C", "O", "F", "F", "F", "H", "H", "H", "H", "H", "H"], "positions_angstrom": [[0.3692, 0.1556, -1.3322], [-0.2787, -1.0493, 0.6538], [0.3881, 1.3034, 0.7946], [0.3352, 0.1097, 0.1591], [0.5730, 1.2796, 2.1019], [-2.3448, -0.1746, -0.3852], [1.0086, 2.2820, 0.1983], [-0.6873, 0.5733, -1.5531], [1.3913, 0.6304, -1.6055], [0.4989, -0.9174, -1.4917], [-0.1575, -1.0855, 1.8757], [-1.2998, -1.0445, 0.3088], [0.2037, -2.0628, 0.2756]], "forces_ev_per_a": [[0.5, 0.3, -0.9], [1.6, -3.7, 4.6], [-1.5, 2.8, 2.5], [2.5, -0.2, -0.6], [0.2, -0.7, -1.5], [-0.2, 0.1, 0.0], [0.1, -1.3, -0.1], [2.2, -0.5, -0.4], [-2.3, -0.2, 0.2], [-0.4, 0.3, -0.7], [-0.6, 0.4, -3.3], [-1.5, 0.1, -0.2], [-0.6, 2.5, 0.4]], "nbo_charge": [-0.281, -0.272, 0.981, -0.341, -0.250, -0.226, -0.241, 0.293, 0.274, 0.234, 0.289, 0.262, 0.278]}

***

# 7
{"formula": "C3H6FN", "method": "ωB97M-V/def2-TZVPD", "charge": 0, "spin_multiplicity": 1, "homo_lumo_gap_ev": 10.25, "relative_energy_kj_mol": 215.96, "smiles": "N[C@@H]1C[C@@H]1F", "species": ["N", "C", "C", "C", "F", "H", "H", "H", "H", "H", "H"], "positions_angstrom": [[1.5469, -0.4976, 0.0452], [0.6911, 0.4831, -0.3414], [-0.3384, 1.1229, 0.4646], [-0.7097, 0.0858, -0.4769], [-1.0239, -1.0426, 0.1779], [0.8553, -1.4810, -0.1695], [1.7210, -0.2336, 1.0078], [0.8180, 1.1059, -1.1664], [-0.4875, 0.9110, 1.5097], [-0.8677, 1.9876, 0.1588], [-1.5112, 0.4265, -1.1358]], "forces_ev_per_a": [[-0.7, -4.2, -0.3], [-1.9, 1.9, -2.8], [-1.1, 1.1, 2.3], [-2.7, 0.5, 0.4], [-0.7, -2.3, 0.1], [3.4, 3.3, 2.0], [0.3, -1.6, 0.4], [1.8, 0.9, -1.5], [0.2, -0.3, 0.2], [0.6, 1.5, 0.0], [0.7, -0.7, -0.6]], "nbo_charge": [-0.811, -0.087, -0.474, 0.154, -0.349, 0.390, 0.371, 0.184, 0.221, 0.218, 0.181]}

***

# 8
{"formula": "C3H6FNO", "method": "ωB97M-V/def2-TZVPD", "charge": 0, "spin_multiplicity": 1, "homo_lumo_gap_ev": [10.03, 7.77], "relative_energy_kj_mol": 488.96, "species": ["C", "C", "C", "N", "O", "F", "H", "H", "H", "H", "H", "H"], "positions_angstrom": [[1.2415, 0.2699, 0.0611], [0.2697, -0.8816, -0.3815], [-1.6373, 0.0189, 0.5881], [0.5362, 1.4546, 0.3723], [-0.8784, -0.9738, 0.4831], [-2.0428, 0.5868, -0.6019], [2.0099, -0.0683, 0.9042], [1.9770, 0.5683, -0.7442], [0.0442, -0.7679, -1.3560], [0.6169, -1.9530, -0.3840], [-2.1789, -0.0453, 1.5223], [0.0419, 1.7913, -0.4635]], "forces_ev_per_a": [[2.0, -0.5, 0.9], [1.9, -2.1, 2.5], [0.8, 3.0, -0.4], [-1.2, -0.1, 0.7], [2.0, -2.2, -0.8], [-0.6, -0.6, 1.4], [-2.1, 0.6, -1.2], [-0.9, -0.9, 0.0], [-1.6, 1.0, -3.2], [0.4, 1.2, 0.5], [-1.0, 0.9, -0.5], [0.3, -0.2, 0.1]], "nbo_charge": [-0.303, -0.092, 0.552, -0.615, -0.468, -0.352, 0.185, 0.220, 0.180, 0.201, 0.178, 0.313]}

***

# 9
{"formula": "C3H6FNO", "method": "ωB97M-V/def2-TZVPD", "charge": 0, "spin_multiplicity": 1, "homo_lumo_gap_ev": 10.63, "relative_energy_kj_mol": 280.70, "smiles": "[H]/N=C(/CF)OC", "species": ["H", "N", "C", "C", "F", "O", "C", "H", "H", "H", "H", "H"], "positions_angstrom": [[1.1347, 1.6175, -1.2380], [0.1047, 1.5230, -0.8965], [-0.2494, 0.5001, -0.3014], [-1.9552, 0.4312, 0.3453], [-2.7786, -0.3805, -0.4046], [0.2976, -0.6122, 0.1499], [1.6418, -1.0168, 0.2035], [-2.3958, 1.3927, 0.1527], [-1.7937, -0.0763, 1.2894], [1.4968, -2.0732, 0.3574], [2.1476, -0.5821, 1.0511], [2.3495, -0.7235, -0.7086]], "forces_ev_per_a": [[-2.2, -0.6, 1.0], [2.7, 1.3, -1.5], [-4.2, -0.3, 1.9], [3.2, -0.5, -2.6], [0.3, -0.7, -0.3], [-0.4, -0.4, 0.0], [1.7, 0.9, -1.8], [0.3, 0.7, 1.1], [-0.4, 0.7, 0.5], [0.8, -0.4, -0.3], [0.0, 0.2, 0.5], [-1.9, -0.9, 1.5]], "nbo_charge": [0.353, -0.729, 0.573, 0.020, -0.367, -0.525, -0.257, 0.186, 0.174, 0.209, 0.183, 0.180]}

***

# 10
{"formula": "C3H6FNO2", "method": "ωB97M-V/def2-TZVPD", "charge": 0, "spin_multiplicity": 1, "homo_lumo_gap_ev": 10.84, "relative_energy_kj_mol": 198.35, "smiles": "C[C@@]1(F)OC1=O.N", "species": ["C", "C", "F", "O", "C", "O", "H", "H", "H", "N", "H", "H", "H"], "positions_angstrom": [[-0.0833, -1.2448, 1.1804], [0.9114, -1.6459, 0.1058], [2.1378, -1.2766, 0.2066], [0.7946, -3.0308, -0.3881], [0.5077, -1.9710, -1.2457], [0.1043, -1.7184, -2.3186], [-1.0782, -1.5119, 0.7592], [-0.0295, -0.2272, 1.5019], [0.1341, -1.8031, 2.0901], [0.1070, 1.2036, -1.1190], [1.0286, 1.0953, -1.0471], [0.0250, 2.0249, -1.7236], [-0.3917, 0.4077, -1.4727]], "forces_ev_per_a": [[0.1, -1.3, -0.4], [-2.9, 0.0, -0.8], [2.8, 0.9, 1.1], [-0.4, 0.6, -1.2], [0.0, -0.6, 1.9], [-0.1, -0.6, -0.7], [0.6, 0.3, 0.7], [0.0, 0.8, -0.5], [-0.2, -0.5, -0.1], [-4.1, 2.0, -0.2], [4.5, -1.3, 0.4], [-0.6, -0.6, 0.2], [0.2, 0.0, -0.5]], "nbo_charge": [-0.672, 0.495, -0.295, -0.476, 0.732, -0.506, 0.236, 0.254, 0.232, -1.083, 0.347, 0.363, 0.372]}

***

The highest charge belongs to which entry? C3H6F3O